# 1
Molecular formula: C6H8OS
Method: DFT, ωB97M-V/def2-TZVPD

XYZ file:
```
16
Properties=species:S:1:pos:R:3:lowdin_charge:R:1
S 3.12 -0.63 0.48 0.504
O -1.08 0.29 0.64 -0.003
C 0.57 1.91 0.32 0.065
C -0.11 0.85 -0.14 -0.401
C -1.60 -0.93 0.30 -0.206
C 0.16 0.32 -1.43 -0.100
C -2.68 -1.40 0.90 0.042
C 0.38 -0.14 -2.51 0.170
H 0.37 2.33 1.29 0.078
H 0.60 -0.53 -3.46 0.033
H 2.23 0.31 0.81 -0.256
H -3.19 -0.83 1.65 0.061
H 1.30 2.39 -0.30 0.078
H 4.04 -0.11 1.29 -0.229
H -1.06 -1.47 -0.47 0.110
H -3.06 -2.37 0.64 0.052
```

As for the structure (SMILES): C#CC(=C)OC=C.S. The calculation puts the relative energy (zero: lowest compared OMol25 entry of this formula, charge and spin) at 349.42 kJ/mol. Its total energy is -706.71308 Ha. As for the HOMO energy: -8.7 eV. As for the molecular weight: 128.20 g/mol. For the largest force on an atom, the calculation gives 1.03 eV Å⁻¹.

---

# 2
Molecular formula: C47H35Cl3GeN5OPd
Method: DFT, ωB97M-V/def2-TZVPD

XYZ file:
```
93
Properties=species:S:1:pos:R:3:lowdin_charge:R:1
Pd 0.12 -0.94 -0.07 1.084
Ge 0.11 -3.68 -0.05 -0.128
Cl 1.91 -4.44 0.86 0.192
Cl 0.02 -4.60 -2.01 0.196
Cl -1.52 -4.48 1.11 0.197
O 0.05 1.48 -0.16 -0.056
N 0.10 -0.88 1.96 0.010
N 2.12 -0.99 -0.08 -0.007
N 0.13 -1.01 -2.10 0.001
N -0.67 3.40 0.79 -0.158
N -1.91 -0.88 -0.06 0.000
C -2.32 -1.03 2.37 -0.047
C 5.35 -0.50 -4.79 -0.053
C -5.11 0.01 -4.87 -0.052
C 5.16 1.03 4.58 -0.051
C 3.86 -2.75 -4.11 -0.017
C 0.73 -0.25 4.06 0.055
C -0.50 -0.70 -4.27 0.054
C 3.98 2.84 3.53 -0.054
C 1.16 -0.46 2.70 -0.212
C 2.94 -1.26 -1.14 -0.213
C -4.85 0.48 4.69 -0.053
C 2.53 -1.39 -2.48 -0.021
C 3.38 0.56 3.04 -0.216
C -2.69 -0.63 -1.15 -0.194
C -4.79 -1.89 5.10 -0.049
C -4.21 -0.61 -4.02 -0.029
C -2.23 -0.46 -2.47 -0.014
C -0.64 2.08 0.68 -0.315
C -3.91 0.33 3.69 -0.038
C -4.08 -0.74 0.61 0.049
C -2.73 -0.94 1.03 -0.235
C 4.30 -1.23 -0.71 0.052
C 1.21 -1.21 -2.91 -0.215
C 3.59 -1.52 -3.51 -0.231
C 0.15 4.20 -0.12 -0.008
C 4.33 -0.40 -3.86 -0.029
C -0.58 -0.59 4.12 0.052
C -1.52 4.03 1.79 -0.017
C -0.92 -0.69 -2.89 -0.209
C 4.90 -2.85 -5.02 -0.052
C -3.98 2.11 -4.55 -0.053
C -3.18 0.12 -3.44 -0.227
C -5.29 -0.63 5.40 -0.054
C -3.38 -0.93 3.41 -0.233
C 2.47 -0.31 2.25 -0.014
C 4.29 -0.89 0.61 0.051
C -4.06 -0.53 -0.74 0.052
C -3.83 -2.04 4.11 -0.012
C -0.99 -0.92 2.78 -0.215
C 4.97 2.39 4.39 -0.055
C -5.01 1.37 -5.12 -0.054
C 0.80 -1.05 -4.28 0.053
C 2.92 -0.74 0.99 -0.208
C -3.06 1.48 -3.73 -0.020
C 3.18 1.93 2.86 -0.018
C 5.65 -1.73 -5.35 -0.054
C 4.37 0.11 3.90 -0.026
H 6.47 -1.82 -6.05 0.115
H 3.84 3.90 3.37 0.113
H -6.03 -0.51 6.18 0.115
H 1.45 -1.17 -5.13 0.133
H -4.29 -1.68 -3.82 0.128
H -5.15 -2.75 5.64 0.116
H 4.09 0.56 -3.40 0.128
H 1.21 3.96 0.02 0.095
H 5.92 0.68 5.26 0.117
H -4.89 -0.33 -1.39 0.128
H 5.13 -3.81 -5.47 0.115
H -0.11 3.98 -1.15 0.097
H -3.44 -3.02 3.88 0.120
H -5.74 1.86 -5.75 0.115
H -1.42 5.11 1.72 0.093
H 5.16 -1.44 -1.32 0.134
H -3.55 1.19 3.13 0.115
H -3.89 3.17 -4.75 0.114
H -1.14 -0.49 -5.11 0.134
H 3.28 -3.62 -3.84 0.122
H 4.52 -0.95 4.05 0.127
H -4.94 -0.75 1.26 0.132
H 2.42 2.27 2.17 0.114
H -2.57 3.77 1.63 0.095
H 5.13 -0.76 1.27 0.128
H -2.25 2.05 -3.28 0.122
H 5.91 0.38 -5.07 0.115
H -5.24 1.47 4.92 0.114
H -1.29 1.55 1.39 0.136
H -5.89 -0.57 -5.34 0.116
H -1.23 -0.58 4.98 0.133
H 5.59 3.10 4.92 0.115
H -1.23 3.73 2.80 0.096
H -0.01 5.25 0.08 0.094
H 1.38 0.07 4.86 0.134
```

The charge is +2. Its total energy is -5746.05269 Ha. As for the HOMO energy (alpha / beta): -12.6 / -13.1 eV. As for the molecular weight: 971.22 g/mol. Its expectation value of S² is 0.843. For the largest force on an atom, the calculation gives 1.29 eV Å⁻¹. Its spin multiplicity is 2.

---

# 3
Molecular formula: C14H14IrN2O3S
Method: DFT, ωB97M-V/def2-TZVPD

XYZ file:
```
35
Properties=species:S:1:pos:R:3:lowdin_charge:R:1
Ir -0.51 -0.49 -2.17 1.434
S 1.64 1.63 1.91 0.649
O 1.21 3.03 1.96 -0.308
O -0.52 -0.73 -0.09 -0.217
O 3.03 1.35 2.10 -0.285
N 1.01 0.87 0.58 -0.025
N -2.27 -1.14 -2.28 -0.173
C -0.55 0.93 -3.92 -0.178
C -0.14 -0.22 2.27 -0.130
C -1.04 -1.07 2.95 0.000
C -1.30 1.54 -2.82 -0.159
C -0.37 1.79 -1.72 -0.175
C 0.84 0.89 -3.52 -0.160
C -1.12 -1.01 4.34 -0.053
C -0.22 -2.33 -2.33 -0.426
C 0.95 1.36 -2.14 -0.161
C 0.65 0.65 3.00 -0.216
C -0.30 -0.13 5.07 -0.063
C 0.10 -0.06 0.82 -0.457
C 0.60 0.73 4.40 -0.023
C 1.16 -1.77 -2.26 -0.207
H -1.82 -1.67 4.87 0.112
H -0.59 -2.57 -3.38 0.090
H -2.35 1.77 -2.80 0.108
H 1.76 -2.00 -1.39 0.060
H 1.78 -1.87 -3.14 0.058
H -0.53 -2.73 -1.29 0.092
H -1.66 -1.73 2.34 0.117
H -2.25 -1.24 -1.14 0.035
H 1.24 1.43 4.93 0.125
H -0.37 -0.10 6.16 0.109
H 1.83 1.45 -1.53 0.100
H -0.97 0.64 -4.88 0.113
H -0.60 2.28 -0.79 0.109
H 1.67 0.54 -4.12 0.107
```

The calculation puts the relative energy (zero: lowest compared OMol25 entry of this formula, charge and spin) at 74.09 kJ/mol. Its total energy is -1379.20267 Ha. As for the HOMO energy (alpha / beta): -5.7 / -9.0 eV. As for the molecular weight: 482.56 g/mol. Its expectation value of S² is 8.806. For the largest force on an atom, the calculation gives 7.51 eV Å⁻¹. Its spin multiplicity is 6.

---

# 4
Molecular formula: C22H50BN3O4P
Method: DFT, ωB97M-V/def2-TZVPD

XYZ file:
```
81
Properties=species:S:1:pos:R:3:lowdin_charge:R:1
P -1.63 -0.12 -3.50 1.113
O 1.00 -1.36 -3.18 0.026
O -0.81 -3.02 -3.86 -0.095
O -3.64 -0.56 1.67 -0.075
O 3.24 1.42 -0.53 -0.051
N -5.44 -3.17 -2.79 -0.050
N 4.63 1.35 -0.73 -0.023
N -3.77 -0.16 3.01 -0.018
C 4.88 0.35 -1.83 -0.463
C 4.05 -0.96 -1.67 -0.043
C 4.59 3.75 0.11 -0.045
C 5.17 2.31 -3.48 -0.186
C 4.59 0.93 -3.24 -0.138
C -4.49 -2.60 3.32 -0.049
C -2.89 -0.23 -2.02 -0.317
C -3.65 -1.39 3.87 -0.467
C 4.77 3.28 -2.37 -0.139
C -2.82 2.04 2.17 -0.048
C -2.78 0.93 3.27 -0.478
C -2.19 -1.88 4.02 -0.138
C -1.45 -3.68 -2.70 -0.069
C 6.36 -0.13 -1.74 -0.037
C -4.72 -2.29 -1.77 -0.268
C -1.33 0.40 3.38 -0.139
C -3.14 1.70 4.57 -0.039
C -4.35 -0.86 -2.49 -0.218
C -1.20 -0.77 4.36 -0.185
C 5.13 2.74 -0.96 -0.480
C 6.67 2.80 -0.76 -0.041
C -4.28 -1.11 5.26 -0.037
B -0.43 -1.62 -3.54 -0.522
H 3.50 0.98 -3.40 0.114
H 4.34 -1.70 -2.43 0.091
H -1.34 -0.42 5.39 0.106
H -0.78 -4.47 -2.15 0.132
H -4.10 -2.99 2.37 0.066
H 5.06 4.73 -0.01 0.086
H 4.20 -1.41 -0.69 0.094
H -6.07 -2.51 -3.32 0.079
H -3.54 -0.79 6.00 0.070
H -0.18 -1.17 4.32 0.117
H 6.47 -1.18 -2.04 0.084
H -2.29 0.15 -4.77 0.049
H -2.13 -2.65 4.80 0.129
H -2.49 -0.92 -1.17 0.095
H 6.26 2.26 -3.58 0.105
H 7.23 2.31 -1.55 0.058
H 6.95 2.35 0.20 0.094
H -4.19 2.02 4.55 0.095
H -4.40 -0.91 -3.68 0.108
H -2.47 -4.14 -3.09 0.117
H 7.03 0.44 -2.40 0.070
H 2.98 -0.80 -1.81 0.034
H 5.26 4.24 -2.54 0.127
H -3.04 0.90 -1.65 0.117
H 3.51 3.92 0.02 0.074
H -5.39 -2.09 -0.81 0.139
H -4.47 -3.44 4.02 0.086
H 3.69 3.47 -2.44 0.121
H 4.80 2.70 -4.44 0.116
H 7.02 3.84 -0.75 0.091
H -4.72 -3.59 -3.44 0.066
H -1.85 -2.36 3.09 0.118
H 4.97 0.24 -4.01 0.127
H -5.17 -0.09 -2.12 0.129
H 4.80 3.40 1.13 0.089
H -2.97 1.13 5.48 0.060
H -5.54 -2.32 3.18 0.091
H -0.82 1.08 -3.23 0.053
H -2.46 1.69 1.20 0.057
H 6.74 -0.07 -0.72 0.091
H -3.79 -2.90 -1.40 0.095
H -0.65 1.20 3.69 0.127
H -2.16 2.88 2.44 0.087
H -0.97 0.07 2.40 0.117
H -3.83 2.44 2.05 0.089
H -4.76 -1.99 5.69 0.085
H -1.67 -2.82 -1.91 0.076
H -5.06 -0.34 5.20 0.090
H -2.53 2.60 4.68 0.092
H 0.95 -1.06 -2.22 0.112
```

The charge is +1. Its total energy is -1699.20400 Ha. As for the HOMO energy (alpha / beta): -11.1 / -11.7 eV. As for the molecular weight: 462.44 g/mol. Its expectation value of S² is 2.010. For the largest force on an atom, the calculation gives 6.00 eV Å⁻¹. Its spin multiplicity is 3.